1.
Entry from OMol25: 10 unconnected molecules or ions with the total composition C42H77F10N16O8PS4 at a distorted geometry (wB97M-V/def2-TZVPD).

CARTESIAN COORDINATES (ANGSTROEM)
P 0.235 -0.044 0.582
F 1.294 -1.311 0.829
F 1.359 1.077 0.678
F 0.543 -0.108 -1.084
F -0.829 1.114 0.366
F -0.864 -1.194 0.395
F 0.007 -0.097 2.223
C 4.536 1.809 -12.283
C 4.500 0.273 -12.545
N 3.988 -0.555 -11.450
C 4.576 -1.670 -10.999
C 3.938 -2.139 -9.871
N 2.914 -1.223 -9.662
C 2.879 -0.291 -10.695
C 1.852 -1.257 -8.502
H 3.511 2.053 -12.003
H 4.756 2.458 -13.130
H 5.089 2.104 -11.391
H 5.489 -0.042 -12.875
H 3.858 0.037 -13.393
H 5.467 -2.066 -11.464
H 4.038 -2.948 -9.163
H 2.086 0.406 -10.927
H 1.714 -2.309 -8.254
H 0.856 -0.926 -8.795
H 2.298 -0.679 -7.693
C -3.701 -10.977 3.543
C -3.225 -10.386 2.228
N -2.309 -9.246 2.380
C -2.563 -7.986 2.863
C -1.397 -7.358 2.976
N -0.427 -8.129 2.513
C -0.951 -9.324 2.146
C 1.013 -7.806 2.406
H -4.549 -11.660 3.584
H -4.010 -10.057 4.039
H -2.897 -11.570 3.980
H -4.145 -10.219 1.667
H -2.818 -11.059 1.473
H -3.560 -7.620 3.060
H -1.301 -6.300 3.169
H -0.442 -10.179 1.726
H 1.261 -7.399 1.426
H 1.650 -8.679 2.548
H 1.305 -7.130 3.210
C -4.911 -9.123 -6.087
C -5.103 -8.600 -4.657
N -4.680 -7.228 -4.556
C -3.375 -6.831 -4.725
C -3.260 -5.533 -4.251
N -4.534 -5.098 -4.042
C -5.389 -6.147 -4.266
C -4.957 -3.811 -3.752
H -5.472 -8.610 -6.869
H -5.153 -10.186 -6.072
H -3.880 -9.137 -6.441
H -4.399 -9.164 -4.045
H -6.122 -8.701 -4.282
H -2.702 -7.590 -5.097
H -2.379 -4.917 -4.154
H -6.452 -6.134 -4.075
H -5.231 -3.210 -4.619
H -4.077 -3.219 -3.502
H -5.737 -3.717 -2.996
C -0.970 5.894 8.812
C 0.438 6.307 8.369
N 0.564 6.378 6.968
C 0.486 5.301 6.123
C 0.643 5.731 4.838
N 0.785 7.133 4.849
C 0.752 7.416 6.231
C 0.905 8.108 3.739
H -0.831 5.570 9.844
H -1.527 5.139 8.257
H -1.529 6.824 8.916
H 1.295 5.706 8.670
H 0.713 7.267 8.807
H 0.326 4.266 6.385
H 0.652 5.117 3.949
H 0.885 8.420 6.605
H 1.721 7.802 3.084
H 1.163 9.110 4.084
H 0.025 8.190 3.102
C 3.531 0.363 10.806
C 3.886 -0.859 10.046
N 4.203 -0.642 8.613
C 3.941 -1.446 7.505
C 4.477 -0.831 6.390
N 5.129 0.281 6.795
C 4.815 0.453 8.072
C 5.659 1.347 6.007
H 2.889 0.009 11.613
H 2.869 1.052 10.281
H 4.440 0.873 11.125
H 3.066 -1.576 10.076
H 4.705 -1.356 10.566
H 3.537 -2.445 7.575
H 4.468 -1.094 5.343
H 5.035 1.379 8.583
H 5.647 2.238 6.635
H 5.009 1.527 5.150
H 6.737 1.218 5.911
C -6.152 4.101 3.335
C -5.868 2.939 2.229
N -7.007 2.561 1.518
C -7.709 3.444 0.796
C -8.797 2.751 0.211
N -8.642 1.389 0.526
C -7.546 1.284 1.276
C -9.441 0.210 0.118
H -6.451 3.466 4.168
H -7.004 4.723 3.059
H -5.261 4.692 3.548
H -5.403 2.005 2.545
H -5.049 3.301 1.607
H -7.450 4.486 0.914
H -9.554 3.003 -0.517
H -7.302 0.336 1.733
H -8.879 -0.522 -0.462
H -10.207 0.377 -0.639
H -10.117 -0.154 0.892
C 9.681 6.919 -8.231
C 9.328 7.369 -6.903
N 8.631 6.335 -6.093
C 8.783 4.964 -5.975
C 8.063 4.442 -4.952
N 7.350 5.487 -4.393
C 7.879 6.577 -4.951
C 6.291 5.554 -3.462
H 10.336 6.063 -8.395
H 10.059 7.805 -8.742
H 8.798 6.691 -8.827
H 8.666 8.228 -7.009
H 10.181 7.633 -6.278
H 9.388 4.504 -6.742
H 7.991 3.417 -4.620
H 7.736 7.586 -4.594
H 5.308 5.687 -3.914
H 6.356 6.413 -2.794
H 6.119 4.630 -2.910
N -4.296 -2.982 9.033
S -3.448 -3.043 10.299
O -2.850 -1.730 10.655
O -2.657 -4.275 10.560
F -4.702 -3.185 11.334
S -2.993 -2.703 7.961
O -1.890 -3.634 7.965
O -2.797 -1.276 7.820
F -3.792 -3.114 6.597
N -2.827 5.850 -5.157
S -1.507 5.245 -4.741
O -1.188 3.829 -5.045
O -0.849 5.850 -3.541
F -0.620 6.070 -5.818
S -3.691 4.992 -3.917
O -3.623 5.558 -2.587
O -4.031 3.604 -4.158
F -5.093 5.644 -4.405

net charge	+4
E_LUMO	-6.2	eV
HOMO level	-12.01	eV
maximum force	9.36	eV/A

Mulliken atomic charge list, values in e, 99 entries: 1.18 -0.39 -0.34 -0.40 -0.33 -0.36 -0.37 -1.10 -0.36 0.17 -0.33 -0.30 0.07 -0.21 -0.79 0.32 0.36 0.32 0.35 0.30 0.40 0.44 0.38 0.32 0.33 0.32 -0.98 -0.59 0.15 -0.32 -0.39 0.14 -0.12 -0.89 0.37 0.32 0.29 0.31 0.39 0.45 0.45 0.38 0.32 0.36 0.37 -1.16 -0.38 0.18 -0.38 -0.35 0.12 -0.13 -0.81 0.34 0.38 0.38 0.27 0.34 0.40 0.43 0.35 0.37 0.33 0.32 -1.00 -0.70 0.22 -0.43 -0.52 0.14 -0.04 -0.78 0.33 0.37 0.33 0.39 0.37 0.46 0.53 0.35 0.34 0.30 0.34 -1.27 -0.25 0.17 -0.40 -0.37 0.16 -0.18 -0.87 0.37 0.36 0.38 0.43 0.24 0.41 0.48 0.31


2.
Entry from OMol25: a molecular structure, C6H13O3Rh at a distorted geometry (wB97M-V/def2-TZVPD).

CARTESIAN COORDINATES (ANGSTROEM)
C 1.292 -1.991 -2.555
O 0.493 -1.242 -1.678
C -0.506 -1.981 -0.927
C -1.490 -1.051 -0.319
O -1.066 -0.705 1.030
C -1.500 0.480 1.636
C -0.308 1.384 1.870
O 0.276 1.785 0.636
C 1.439 2.581 0.787
Rh -0.071 0.655 -1.077
H 2.037 -1.324 -3.008
H 1.823 -2.776 -1.994
H 0.668 -2.427 -3.351
H 0.072 -2.558 -0.179
H -2.493 -1.491 -0.227
H -1.928 0.234 2.620
H -2.292 0.997 1.069
H 0.460 0.830 2.435
H -0.609 2.279 2.436
H 2.187 2.315 0.033
H 1.172 3.639 0.649
H 1.905 2.391 1.765
H -1.561 -2.022 -1.651

net charge	+1
E_LUMO (spin up / spin down)	-2.5 / -6.4	eV
HOMO level (spin up / spin down)	-9.32 / -14.63	eV
maximum force	4.56	eV/A
multiplicity	6
relative energy (zero: lowest compared OMol25 entry of this formula, charge and spin)	29.90	kcal/mol

Formally, the Mulliken partial charges of the atoms, in units of the elementary charge, are as follows: -0.70 -0.32 0.25 -0.64 -0.23 -0.80 -0.16 -0.27 -0.66 0.31 0.31 0.26 0.28 0.34 0.38 0.40 0.34 0.42 0.36 0.23 0.28 0.34 0.29


3.
Entry from OMol25: a single CH4N2OS molecule at a distorted geometry (wB97M-V/def2-TZVPD).

CARTESIAN COORDINATES (ANGSTROEM)
N -1.147 0.883 -0.221
C -0.291 -0.240 0.055
S -0.765 -1.709 0.007
N 1.088 0.214 0.225
O 1.926 -0.789 -0.107
H -2.122 0.640 0.252
H -1.074 1.571 0.387
H 1.156 1.003 -0.345
H 1.230 -1.574 -0.254

net charge	0
E_LUMO	0.4	eV
SMILES	NC(=S)NO
HOMO level	-9.35	eV
maximum force	6.49	eV/A
relative energy (zero: lowest compared OMol25 entry of this formula, charge and spin)	74.09	kcal/mol

Formally, the Mulliken partial charges of the atoms, in units of the elementary charge, are as follows: -0.55 0.42 -0.47 -0.14 -0.37 0.28 0.26 0.27 0.29


4.
Entry from OMol25: a single C20H23N3O3 molecule (wB97M-V/def2-TZVPD).

CARTESIAN COORDINATES (ANGSTROEM)
C -0.109 4.017 -6.708
C 0.541 3.290 -5.542
O 1.008 2.039 -6.005
C 1.451 1.162 -5.001
C 2.766 1.587 -4.334
C 3.396 0.452 -3.523
N 2.566 0.036 -2.418
C 2.817 0.414 -1.138
O 3.792 1.071 -0.831
C 1.819 -0.074 -0.141
C 0.450 -0.128 -0.445
C -0.483 -0.556 0.475
C -0.015 -0.938 1.723
C 1.365 -0.902 2.041
C 2.287 -0.449 1.109
N 1.549 -1.369 3.320
C 0.367 -1.672 3.747
N -0.634 -1.438 2.842
C -2.006 -1.647 3.058
C -2.454 -2.880 3.506
C -3.802 -3.094 3.738
C -4.702 -2.069 3.516
C -4.268 -0.828 3.078
C -2.917 -0.595 2.853
O -2.382 0.591 2.461
C -3.238 1.688 2.256
H -0.475 4.988 -6.384
H -0.938 3.432 -7.096
H 0.617 4.156 -7.504
H -0.190 3.135 -4.732
H 1.371 3.889 -5.143
H 1.594 0.205 -5.513
H 0.665 1.042 -4.238
H 3.465 1.893 -5.115
H 2.594 2.437 -3.671
H 4.336 0.798 -3.087
H 3.592 -0.409 -4.169
H 1.760 -0.532 -2.617
H 0.107 0.204 -1.415
H -1.533 -0.591 0.231
H 3.339 -0.395 1.337
H 0.158 -2.061 4.725
H -1.736 -3.670 3.663
H -4.144 -4.057 4.084
H -5.756 -2.227 3.687
H -4.989 -0.042 2.926
H -2.589 2.510 1.957
H -3.962 1.490 1.459
H -3.769 1.960 3.173

net charge	0
E_LUMO	0.5	eV
SMILES	CCOCCCNC(=O)c1ccc2c(c1)ncn2-c1ccccc1OC
HOMO level	-8.52	eV
maximum force	0.90	eV/A
relative energy (zero: lowest compared OMol25 entry of this formula, charge and spin)	40.66	kcal/mol

Formally, the Mulliken partial charges of the atoms, in units of the elementary charge, are as follows: -1.32 -0.11 -0.36 -0.41 -0.28 -1.11 -0.12 0.22 -0.66 0.99 -1.07 -0.53 0.43 0.48 -1.00 -0.73 -0.13 0.21 0.19 -0.53 -0.73 -0.72 -0.51 0.76 -0.34 -0.99 0.38 0.32 0.32 0.28 0.27 0.30 0.22 0.30 0.32 0.38 0.42 0.30 0.40 0.53 0.50 0.43 0.52 0.38 0.38 0.42 0.27 0.38 0.36


5.
Entry from OMol25: a molecular structure, C3H11N3 at a distorted geometry (wB97M-V/def2-TZVPD).

CARTESIAN COORDINATES (ANGSTROEM)
C 1.389 0.148 0.079
C -1.780 0.576 -0.826
C 0.950 -0.228 1.493
N 0.613 1.285 -0.380
N 1.352 -1.061 -0.762
N -2.477 -0.130 0.042
H 0.894 1.544 -1.324
H 2.446 0.449 0.117
H 0.387 -1.354 -0.881
H 1.718 -0.854 -1.685
H -3.087 -0.906 -0.209
H -2.369 0.060 1.028
H -0.644 1.210 -0.355
H -1.901 0.225 -1.855
H 1.001 0.644 2.144
H 1.587 -1.016 1.888
H -0.080 -0.591 1.486

net charge	0
E_LUMO	0.6	eV
HOMO level	-7.20	eV
maximum force	2.47	eV/A
relative energy (zero: lowest compared OMol25 entry of this formula, charge and spin)	83.18	kcal/mol

Formally, the Mulliken partial charges of the atoms, in units of the elementary charge, are as follows: 0.06 -0.45 -1.12 -0.73 -0.63 -0.22 0.21 0.37 0.25 0.26 0.22 0.26 0.46 0.23 0.32 0.37 0.14


6.
Entry from OMol25: a gas-phase ion, C3H4NOS (charge +1) at a distorted geometry (wB97M-V/def2-TZVPD).

CARTESIAN COORDINATES (ANGSTROEM)
C 0.374 2.652 -0.192
C 0.920 0.201 0.312
C -0.161 -0.759 -0.191
N 0.603 1.535 0.004
O -2.743 -0.765 -0.513
S -1.805 -0.399 0.483
H 1.057 0.132 1.396
H 1.877 -0.042 -0.167
H -0.218 -0.784 -1.281
H 0.094 -1.771 0.148

net charge	+1
E_LUMO	-9.2	eV
HOMO level	-15.41	eV
maximum force	1.57	eV/A
relative energy (zero: lowest compared OMol25 entry of this formula, charge and spin)	50.47	kcal/mol

Formally, the Mulliken partial charges of the atoms, in units of the elementary charge, are as follows: -0.11 -0.52 -0.55 0.00 -0.18 0.80 0.37 0.34 0.38 0.45


7.
Entry from OMol25: a molecular structure, C31H38BiN10O4 (wB97M-V/def2-TZVPD).

CARTESIAN COORDINATES (ANGSTROEM)
Bi -0.087 -0.013 0.728
C 0.206 -4.058 -0.023
N 0.108 -3.131 1.101
C -1.085 -3.494 1.873
C 1.318 -3.215 1.920
C 1.583 -2.001 2.801
N 1.886 -0.726 2.094
C 2.970 -0.883 1.113
C 2.244 0.265 3.120
H 0.270 -5.101 0.321
H 1.083 -3.835 -0.624
H -0.685 -3.964 -0.644
H -1.057 -4.548 2.183
H -1.968 -3.338 1.251
H -1.169 -2.876 2.759
H 2.169 -3.363 1.254
H 1.263 -4.091 2.583
H 2.445 -2.256 3.431
H 0.725 -1.819 3.443
H 3.801 -1.460 1.533
H 3.347 0.102 0.838
H 2.600 -1.366 0.209
H 3.097 -0.087 3.711
H 1.392 0.433 3.776
H 2.521 1.207 2.652
N 1.450 -2.945 -3.899
C 2.782 -3.060 -3.610
C 2.964 -2.362 -2.451
N 1.781 -1.831 -2.028
C 0.880 -2.188 -2.914
C -0.531 -1.865 -2.850
N -1.126 -1.169 -1.900
C -2.462 -1.179 -2.202
C -2.682 -1.866 -3.358
N -1.447 -2.292 -3.767
H 0.997 -3.378 -4.685
H 3.463 -3.617 -4.229
H 3.877 -2.198 -1.904
H -3.187 -0.698 -1.566
H -3.579 -2.085 -3.908
H -1.277 -2.838 -4.593
O 0.767 3.899 2.372
C 0.804 2.860 1.750
O -0.015 1.864 1.911
C 1.808 2.718 0.626
C 2.954 3.533 0.583
C 3.773 3.438 -0.504
C 3.380 2.640 -1.603
C 4.107 2.592 -2.813
C 3.639 1.857 -3.866
C 2.423 1.155 -3.760
C 1.710 1.159 -2.595
C 2.188 1.880 -1.484
N 1.471 1.880 -0.325
H 3.160 4.185 1.420
H 4.706 3.984 -0.558
H 5.031 3.150 -2.890
H 4.196 1.823 -4.793
H 2.058 0.600 -4.616
H 0.772 0.641 -2.473
N -2.270 1.108 0.616
C -3.381 0.514 1.375
C -3.115 0.649 2.867
C -1.990 -0.225 3.399
O -2.025 -0.643 4.534
O -0.998 -0.547 2.590
H -1.979 1.977 1.055
H -2.487 1.297 -0.351
H -3.472 -0.540 1.098
H -4.324 1.012 1.135
H -4.004 0.399 3.441
H -2.848 1.685 3.099
N -3.141 6.450 -4.830
C -2.745 5.642 -4.116
C -2.234 4.629 -3.243
C -1.747 4.961 -1.982
C -1.233 3.943 -1.196
N -1.204 2.667 -1.577
C -1.686 2.360 -2.781
C -2.204 3.299 -3.656
H -1.781 5.981 -1.627
H -0.822 4.158 -0.215
H -1.664 1.310 -3.045
H -2.580 3.016 -4.629

net charge	+1
E_LUMO	-2.8	eV
HOMO level	-11.41	eV
maximum force	0.49	eV/A
relative energy (zero: lowest compared OMol25 entry of this formula, charge and spin)	3.61	kcal/mol

Formally, the Mulliken partial charges of the atoms, in units of the elementary charge, are as follows: 3.32 -1.35 1.17 -1.41 -1.27 -0.86 0.55 -1.78 -1.28 0.40 0.32 0.23 0.38 0.29 0.40 0.49 0.40 0.48 0.33 0.36 0.34 0.69 0.46 0.23 0.32 -0.07 -0.98 -0.53 0.60 -0.01 -0.53 1.05 -0.69 -1.17 0.01 0.16 0.46 0.50 0.34 0.46 0.17 -0.66 0.23 -0.72 0.30 -1.48 -1.10 1.37 -0.81 -0.89 -0.71 0.13 -0.81 1.48 0.62 0.46 0.46 0.42 0.47 0.29 -0.63 -0.74 -0.77 0.14 -0.63 -0.14 0.28 0.09 0.33 0.43 0.40 0.30 -0.43 -0.21 0.56 -0.91 -0.25 0.12 0.32 -0.91 0.54 0.47 0.06 0.55